The following is a DFT calculation (ωB97M-V with the def2-TZVPD basis set) of one molecule with the formula C29H44O12.

Last column: natural (NBO) charge in e.
Atoms and positions in Å:
C1 3.59 2.91 5.10  -0.656
C2 2.95 1.52 5.22  0.077
C3 2.17 1.33 6.53  0.057
O1 2.01 -0.04 6.80  -0.705
H1 1.71 -0.48 5.99  0.469
C4 0.80 2.03 6.49  0.062
O2 0.98 3.42 6.59  -0.725
H2 0.11 3.82 6.41  0.492
H3 0.21 1.67 7.35  0.183
C5 0.04 1.68 5.20  0.046
O3 -1.11 2.48 5.14  -0.728
H4 -1.49 2.37 4.26  0.491
H5 -0.23 0.61 5.21  0.172
C6 0.95 1.93 3.99  0.357
O4 0.24 1.53 2.87  -0.545
C7 0.89 1.76 1.62  0.109
C8 -0.17 2.13 0.58  -0.440
H6 -0.67 3.05 0.88  0.225
H7 -0.93 1.34 0.54  0.218
C9 0.45 2.34 -0.80  0.075
O5 1.20 3.54 -0.84  -0.752
H8 2.05 3.35 -0.42  0.493
H9 -0.38 2.51 -1.50  0.206
C10 1.29 1.14 -1.30  0.026
C11 2.08 1.60 -2.57  -0.106
H10 2.28 0.75 -3.22  0.178
O6 1.40 2.53 -3.37  -0.738
H11 1.29 3.33 -2.84  0.490
H12 3.04 2.02 -2.25  0.193
C12 2.31 0.75 -0.20  0.277
C13 3.10 -0.50 -0.62  -0.423
H13 3.80 -0.77 0.18  0.205
C14 2.19 -1.68 -0.90  -0.401
H14 1.70 -1.99 0.02  0.197
H15 2.78 -2.53 -1.26  0.235
C15 1.15 -1.34 -1.97  -0.229
C16 0.37 -0.07 -1.63  -0.265
H16 -0.24 -0.26 -0.75  0.225
C17 -0.63 0.30 -2.75  0.072
C18 -0.80 -0.82 -3.79  -0.432
H17 -1.69 -0.60 -4.39  0.214
C19 -0.94 -2.23 -3.22  0.001
C20 -0.94 -3.21 -4.40  -0.628
H18 -1.15 -4.23 -4.09  0.192
H19 -1.70 -2.91 -5.12  0.220
H20 0.03 -3.19 -4.90  0.233
C21 0.23 -2.56 -2.21  0.292
C22 -0.47 -3.07 -0.93  -0.440
H21 0.09 -3.89 -0.49  0.224
H22 -0.55 -2.27 -0.20  0.209
C23 -1.87 -3.49 -1.37  -0.391
H23 -1.86 -4.47 -1.84  0.188
H24 -2.57 -3.53 -0.53  0.220
C24 -2.23 -2.39 -2.37  -0.315
C25 -3.47 -2.63 -3.16  0.106
C26 -4.24 -1.73 -3.79  -0.345
C27 -5.36 -2.42 -4.44  0.747
O7 -6.25 -1.98 -5.11  -0.565
O8 -5.23 -3.75 -4.17  -0.484
C28 -4.09 -3.98 -3.37  -0.119
H25 -4.40 -4.44 -2.42  0.205
H26 -3.43 -4.68 -3.89  0.204
H27 -4.13 -0.66 -3.83  0.226
H28 -2.36 -1.46 -1.82  0.262
O9 1.11 -3.55 -2.72  -0.729
H29 0.63 -4.38 -2.78  0.467
H30 0.05 -0.80 -4.46  0.219
H31 -0.27 1.17 -3.30  0.216
O10 -1.86 0.63 -2.11  -0.743
H32 -2.45 1.02 -2.76  0.473
H33 1.69 -1.20 -2.91  0.214
H34 3.68 -0.26 -1.51  0.212
C29 1.63 0.51 1.16  -0.472
H35 2.39 0.25 1.91  0.231
H36 0.92 -0.31 1.11  0.217
O11 3.23 1.84 -0.05  -0.768
H37 3.87 1.60 0.63  0.481
H38 1.59 2.60 1.74  0.179
O12 2.14 1.18 4.10  -0.562
H39 1.20 3.01 3.93  0.151
H40 2.74 1.74 7.36  0.198
H41 3.74 0.76 5.19  0.201
H42 3.95 3.07 4.09  0.212
H43 2.88 3.68 5.37  0.239
H44 4.43 2.97 5.79  0.220

Output
net charge = 0
lowest unoccupied orbital energy = 0.3305 eV
HOMO energy = -9.76 eV
energy relative to the best compared isomer or geometry (same formula, charge and spin) = 0.0000 eV
SMILES = C[C@@H]1O[C@@H](O[C@@H]2C[C@@H](O)[C@]3(CO)[C@H]4[C@H](O)C[C@]5(C)[C@@H](C6=CC(=O)OC6)CC[C@]5(O)[C@@H]4CC[C@]3(O)C2)[C@H](O)[C@H](O)[C@H]1O
electronic energy = -2034.3672 a.u.
frontier orbital gap = 0.3708 Eh

The following is a DFT calculation (ωB97M-V with the def2-TZVPD basis set) of C32H42IrN4O3PS4 as an isolated structure.

Last column: Löwdin charge in e.
Atoms and positions in Å:
Ir1 0.13 0.27 0.47  0.891
O1 2.09 1.46 6.87  0.000
C1 1.80 1.29 5.73  -0.967
S1 0.93 2.49 4.74  1.023
C2 0.88 1.55 3.28  -1.086
C3 1.48 0.28 3.33  -1.077
S2 1.58 -0.75 1.99  0.710
S3 2.19 -0.21 4.83  1.014
S4 0.20 2.16 1.87  0.748
O2 -1.19 1.42 -0.60  -0.317
C4 -2.08 1.10 -1.51  -0.375
C5 -2.75 2.17 -2.14  -0.011
C6 -3.68 1.94 -3.13  -0.063
C7 -3.98 0.63 -3.54  -0.082
C8 -3.35 -0.41 -2.91  -0.035
C9 -2.42 -0.21 -1.88  -0.103
C10 -1.82 -1.35 -1.22  -0.272
N1 -0.78 -1.37 -0.39  -0.078
C11 -0.59 -2.68 0.02  -0.139
C12 -1.50 -3.46 -0.59  -0.041
N2 -2.27 -2.62 -1.36  0.136
H1 -2.50 3.17 -1.83  0.124
H2 -4.17 2.78 -3.61  0.112
H3 -4.69 0.45 -4.33  0.106
H4 -3.58 -1.42 -3.25  0.106
H5 0.17 -2.94 0.73  0.091
H6 -1.69 -4.52 -0.54  0.124
H7 -3.07 -2.88 -1.90  0.154
C13 -1.56 -2.61 3.45  -0.022
N3 -2.69 -1.74 3.20  -0.069
C14 -3.98 -2.18 3.72  -0.151
C15 -4.87 -1.00 3.99  -0.145
C16 -4.95 -0.16 2.73  -0.145
N4 -3.62 0.18 2.25  -0.059
C17 -3.52 1.44 1.53  -0.015
C18 -2.53 -0.60 2.48  -0.422
O3 -1.38 -0.31 2.07  -0.171
H8 -1.37 -2.68 4.52  0.101
H9 -0.68 -2.23 2.96  0.042
H10 -1.79 -3.62 3.08  0.097
H11 -3.79 -2.74 4.63  0.127
H12 -4.45 -2.87 3.01  0.132
H13 -4.45 -0.40 4.80  0.129
H14 -5.87 -1.33 4.29  0.124
H15 -5.47 0.78 2.93  0.127
H16 -5.51 -0.69 1.95  0.133
H17 -3.77 2.27 2.20  0.104
H18 -4.22 1.44 0.70  0.103
H19 -2.52 1.59 1.15  0.033
C19 0.96 -1.12 -3.10  -0.070
C20 1.69 0.21 -2.88  -0.613
C21 3.06 0.04 -3.56  -0.068
C22 0.93 1.32 -3.61  -0.067
P1 1.90 0.58 -1.02  1.056
C23 3.20 -0.65 -0.61  -0.397
C24 4.55 -0.35 -0.51  -0.084
C25 5.49 -1.35 -0.29  -0.051
C26 5.09 -2.67 -0.16  -0.060
C27 3.75 -2.99 -0.26  -0.059
C28 2.81 -1.99 -0.48  -0.188
C29 2.64 2.32 -0.87  -0.632
C30 1.49 3.35 -0.98  -0.103
C31 3.32 2.44 0.50  -0.087
C32 3.65 2.74 -1.95  -0.080
H20 0.94 -1.30 -4.18  0.098
H21 -0.06 -1.10 -2.75  0.054
H22 1.49 -1.96 -2.65  0.075
H23 2.86 -0.25 -4.60  0.097
H24 3.65 -0.76 -3.11  0.084
H25 3.66 0.94 -3.59  0.062
H26 0.74 0.99 -4.63  0.100
H27 1.50 2.24 -3.67  0.064
H28 -0.03 1.53 -3.15  0.069
H29 4.90 0.66 -0.61  0.078
H30 6.54 -1.09 -0.21  0.113
H31 5.82 -3.45 0.02  0.111
H32 3.42 -4.02 -0.17  0.113
H33 1.76 -2.25 -0.55  0.053
H34 0.75 3.27 -0.20  -0.005
H35 0.97 3.29 -1.93  0.067
H36 1.94 4.34 -0.91  0.099
H37 2.71 2.05 1.31  0.021
H38 3.50 3.50 0.70  0.103
H39 4.28 1.93 0.53  0.068
H40 3.17 2.86 -2.92  0.068
H41 4.51 2.08 -2.07  0.071
H42 4.03 3.72 -1.66  0.098

Output
net charge = +1
lowest unoccupied orbital energy (spin up / spin down) = -2.2825 / -4.3643 eV
2S+1 = 2
HOMO energy (spin up / spin down) = -9.87 / -10.34 eV
<S²> = 0.76
energy relative to the best compared isomer or geometry (same formula, charge and spin) = 0.0730 eV
electronic energy = -3727.7183 a.u.
frontier orbital gap (spin up / spin down) = 0.2788 / 0.2197 Eh

The following is a DFT calculation (ωB97M-V with the def2-TZVPD basis set) of C28H28MnN4O3S2 as an isolated structure at a distorted geometry.

Last column: natural (NBO) charge in e.
Atoms and positions in Å:
Mn1 -0.47 0.63 0.38  0.952
C1 0.52 -1.24 -2.87  -0.598
C2 0.46 0.22 -2.43  -0.349
C3 1.83 0.85 -2.24  -0.051
C4 2.68 0.91 -3.33  -0.209
C5 3.93 1.50 -3.25  -0.201
C6 4.32 2.08 -2.05  -0.204
C7 3.50 2.05 -0.93  -0.044
C8 3.97 2.75 0.32  -0.430
C9 5.04 1.96 1.10  -0.591
C10 2.26 1.39 -1.01  0.199
N1 1.41 1.39 0.12  -0.597
C11 1.75 0.75 1.21  0.163
C12 0.89 0.75 2.34  -0.046
C13 1.11 0.14 3.58  -0.207
C14 -0.03 0.40 4.33  -0.313
C15 -0.90 1.11 3.49  0.003
N2 -0.37 1.36 2.29  -0.539
H1 -0.48 -1.68 -2.88  0.220
H2 1.13 -1.83 -2.19  0.220
H3 0.94 -1.32 -3.88  0.206
H4 -0.10 0.30 -1.50  0.115
H5 -0.10 0.81 -3.16  0.221
H6 2.35 0.49 -4.28  0.210
H7 4.58 1.54 -4.11  0.213
H8 5.28 2.58 -1.98  0.208
H9 3.13 2.96 0.98  0.220
H10 4.40 3.71 0.03  0.212
H11 4.63 1.04 1.50  0.197
H12 5.43 2.55 1.93  0.212
H13 5.87 1.69 0.45  0.206
H14 2.66 0.15 1.29  0.203
H15 1.99 -0.41 3.88  0.221
H16 -0.23 0.10 5.35  0.222
H17 -1.90 1.45 3.73  0.196
O1 -2.52 0.15 0.01  -0.765
C16 -3.47 1.19 0.10  -0.088
C17 -2.73 2.49 -0.01  0.219
C18 -3.38 3.70 0.20  -0.242
C19 -2.67 4.88 0.07  -0.135
C20 -1.33 4.81 -0.28  -0.256
C21 -0.75 3.57 -0.47  0.093
N3 -1.44 2.42 -0.32  -0.483
H18 -2.87 -0.73 0.28  0.527
H19 -4.02 1.14 1.04  0.200
H20 -4.19 1.11 -0.72  0.201
H21 -4.43 3.71 0.47  0.226
H22 -3.14 5.83 0.24  0.224
H23 -0.73 5.70 -0.41  0.229
H24 0.29 3.46 -0.73  0.218
O2 -4.82 -3.25 -0.59  -0.928
S1 -4.01 -3.47 0.58  2.305
O3 -4.66 -3.66 1.84  -0.919
N4 -2.88 -2.26 0.70  -0.833
C22 -1.66 -2.74 0.57  0.134
S2 -0.29 -1.76 0.60  -0.182
C23 -1.57 -4.21 0.34  -0.034
C24 -0.45 -5.00 0.18  -0.187
C25 -0.64 -6.36 -0.04  -0.199
C26 -1.91 -6.91 -0.09  -0.191
C27 -3.04 -6.11 0.08  -0.172
C28 -2.83 -4.76 0.29  -0.318
H25 0.54 -4.56 0.23  0.240
H26 0.22 -7.00 -0.16  0.220
H27 -2.03 -7.97 -0.27  0.220
H28 -4.04 -6.53 0.04  0.234

Output
net charge = 0
lowest unoccupied orbital energy (spin up / spin down) = -0.0520 / -0.0995 eV
2S+1 = 2
HOMO energy (spin up / spin down) = -7.69 / -7.68 eV
<S²> = 1.10
energy relative to the best compared isomer or geometry (same formula, charge and spin) = 1.2345 eV
electronic energy = -3475.8694 a.u.
frontier orbital gap (spin up / spin down) = 0.2808 / 0.2786 Eh

Which value of energy relative to the best compared isomer or geometry (same formula, charge and spin) does entry 1 give? 0.0000 eV